C6H15INO2 | ωB97M-V/def2-TZVPD

Structure (XYZ):
```
25
Properties=species:S:1:pos:R:3:forces:R:3:mulliken_charge:R:1
I -1.615 1.914 6.143 0.025 0.031 -0.002 -0.9989
C -1.298 -3.682 0.964 -0.494 1.223 -0.434 -0.8094
O -0.876 -2.261 1.063 0.179 -2.406 -0.705 -0.2906
C 0.364 -2.075 0.358 0.027 0.666 0.096 -0.6209
C 0.869 -0.632 0.589 -0.528 -1.625 1.867 -0.6364
N -0.228 0.236 0.218 0.475 2.671 -0.379 -0.1948
C 0.018 1.736 0.393 -0.097 -0.634 0.479 -0.8969
C 1.003 2.327 -0.579 0.873 0.499 -0.096 -0.3705
O 0.941 1.746 -1.869 0.085 0.405 -1.196 -0.4097
C -0.125 2.192 -2.769 0.898 -1.739 1.258 -0.7017
H -0.677 -4.441 1.440 0.759 0.434 -0.020 0.2983
H -1.472 -3.935 -0.082 0.487 -0.045 -0.273 0.3208
H -2.281 -3.873 1.393 -0.049 0.907 0.428 0.2915
H 0.368 -2.114 -0.731 -1.113 -0.698 -0.474 0.3277
H 1.060 -2.852 0.672 0.392 0.169 0.243 0.4208
H 1.822 -0.512 0.075 0.135 0.215 -0.213 0.3406
H 1.043 -0.659 1.665 0.093 0.908 0.168 0.3909
H -0.177 0.196 -0.790 -0.615 -0.301 -0.506 0.2483
H 0.324 2.011 1.402 0.196 -0.495 0.176 0.3697
H -0.840 2.397 0.268 -1.005 -1.047 -0.039 0.3759
H 2.029 2.264 -0.216 0.225 -0.641 -0.289 0.3180
H 0.865 3.408 -0.605 -0.349 0.282 -0.254 0.3764
H -1.018 2.123 -2.148 -0.447 0.874 -0.525 0.3601
H -0.198 1.396 -3.510 -0.019 -0.092 0.009 0.2256
H 0.099 3.090 -3.345 -0.135 0.437 0.681 0.2653
```
Positions in Å, forces in eV/Å.

Calculated values
HOMO energy = -3.11 eV
E = -20150.6508 eV
HOMO-LUMO gap = 5.7 eV
ΔE to the lowest compared entry with this formula, charge and spin = 1.723 eV
Total charge = -1